[1]
Molecular formula: C42H49InN2PS2
Method: DFT, ωB97M-V/def2-TZVPD

Calculated values
**Molecular weight**: 791.8 g mol⁻¹
**Highest occupied orbital energy**: -10.5573 eV

```
! RIJCOSX wB97M-V def2-TZVPD def2/J DEFGRID3
* xyz 1 1
In -0.5848 -0.1461 -0.0195
S -0.3524 -4.6625 -0.6988
S -0.8689 -1.9264 -1.8910
P 2.1742 0.0090 0.4308
N -0.1792 -2.4512 0.6095
N 0.4202 1.0798 -1.7663
C 3.8311 -2.1233 1.4093
C 2.7759 -2.3993 -0.7320
C 4.3511 2.9769 2.2351
C -3.0733 -1.6586 2.0932
C 3.6535 2.2385 1.2918
C 3.6325 1.5107 -3.6518
C -2.3687 0.6420 1.2695
C -1.6774 2.8275 1.4674
C 0.8036 -5.6391 3.0674
C -3.0140 2.5059 -0.6655
C -2.3723 2.0071 0.6268
C 3.0049 -1.6262 0.4086
C 0.5320 -3.2473 2.8414
C -3.5106 -0.3745 1.3698
C -2.4206 3.8736 -1.0459
C 4.1304 -4.1631 0.1687
C -4.1366 -0.8182 0.0447
C 4.4805 2.5079 3.5339
C 2.7596 0.6306 -1.1722
C 0.1329 -4.7353 0.9766
C -0.4590 -2.9324 -0.5721
C 4.5576 1.0592 -2.7140
C -1.2410 3.8335 4.4088
C -4.5255 2.7273 -0.4833
C 2.2813 1.5106 -3.3550
C 3.3329 -3.6588 -0.8509
C -4.5877 0.3097 2.2411
C 3.8516 1.3303 3.9101
C -1.5531 0.8162 2.4865
C -2.7366 1.5738 -1.8523
C 0.8465 -4.3529 3.6077
C -0.3786 2.7731 3.7117
C 0.0863 1.7348 4.7332
C 0.4486 -5.8455 1.7462
C 0.1698 -3.4403 1.5116
C 4.3879 -3.3897 1.2869
C 4.1210 0.6140 -1.4823
C -1.1871 2.1189 2.6204
C 3.0764 1.0203 1.6486
C 3.1363 0.5985 2.9767
C 1.8363 1.0769 -2.1089
C 0.8448 3.4568 3.0746
H -5.4584 -0.3429 2.3239
H 4.5647 -5.1504 0.0814
H 4.8295 0.2445 -0.7515
H 1.5777 3.7134 3.8420
H -4.2036 0.5004 3.2438
H -3.2728 1.9272 -2.7345
H 0.0660 2.0324 -1.8002
H -1.3780 0.0260 3.1992
H 1.1262 -4.2246 4.6451
H 4.8063 3.9148 1.9457
H -2.7934 -1.4816 3.1306
H 0.7208 2.2062 5.4850
H -3.0394 0.5461 -1.6679
H -2.7846 4.1634 -2.0327
H 4.0678 -1.5284 2.2785
H -2.1060 3.3720 4.8877
H -4.7061 3.3629 0.3844
H 5.0610 3.0650 4.2572
H 0.5570 4.3758 2.5617
H -3.3862 -1.2610 -0.6163
H 1.3232 2.7954 2.3523
H 0.5611 -2.2437 3.2497
H -3.9078 -2.3594 2.1045
H -0.6554 4.3532 5.1694
H 5.0253 -3.7677 2.0755
H 3.1404 -4.2511 -1.7357
H 3.9709 1.8612 -4.6175
H -4.9051 1.2594 1.8126
H -1.6653 1.5826 -2.0849
H 0.4095 -6.8398 1.3218
H -2.2399 -2.1394 1.5782
H 3.5707 2.6094 0.2801
H 2.6127 -0.2997 3.2812
H -4.6420 -0.0086 -0.4742
H 0.6606 0.9518 4.2363
H -0.7661 1.2811 5.2421
H 1.0446 -6.4895 3.6909
H 1.5649 1.8507 -4.0935
H -0.0942 0.5622 -2.4743
H -2.7230 4.6523 -0.3460
H -1.4900 3.8788 1.3139
H -4.9340 3.2304 -1.3617
H -5.0768 1.7994 -0.3503
H -4.8853 -1.5850 0.2454
H 2.1667 -2.0029 -1.5376
H 3.9211 0.9835 4.9329
H -1.3293 3.8395 -1.0792
H -1.6062 4.5710 3.6928
H 5.6133 1.0477 -2.9487
*
```



[2]
Molecular formula: C5H10O
Method: DFT, ωB97M-V/def2-TZVPD

Calculated values
**Molecular weight**: 86.1 g mol⁻¹
**Highest occupied orbital energy**: -9.3290 eV
**SMILES string**: C=CCCCO

```
! RIJCOSX wB97M-V def2-TZVPD def2/J DEFGRID3
* xyz 0 1
O 1.6698 -0.5041 -0.4303
C 1.2162 -0.2864 0.9008
C -0.2851 -0.6443 1.0978
C -0.5394 1.5725 -0.8382
C -0.5958 0.2964 -1.2171
C -0.9583 -0.8264 -0.2687
H -0.6566 -1.7913 -0.6884
H 1.3989 0.7448 1.2419
H -0.3477 0.0171 -2.2401
H -0.3876 -1.5625 1.6913
H -2.0479 -0.8448 -0.1627
H -0.8899 1.8772 0.1449
H 1.6095 0.3254 -0.9169
H -0.8016 0.1418 1.6663
H 1.8524 -0.9394 1.4971
H -0.1954 2.3585 -1.5030
*
```



[3]
Molecular formula: C2H8OS2
Method: DFT, ωB97M-V/def2-TZVPD

Calculated values
**Molecular weight**: 112.2 g mol⁻¹
**Highest occupied orbital energy**: -9.0010 eV
**SMILES string**: CSSC.O

```
! RIJCOSX wB97M-V def2-TZVPD def2/J DEFGRID3
* xyz 0 1
S 1.3918 0.7589 -0.4664
S 1.3941 -0.7485 0.9813
O -2.7440 -2.3958 -4.1670
C 1.7718 2.0776 0.6958
C -0.2187 -0.6475 1.7339
H -0.1638 -1.1721 2.6880
H 0.8574 2.2251 1.2677
H -3.2146 -1.7205 -3.6720
H 2.6801 2.0323 1.2842
H 1.8548 2.9984 0.0953
H -1.0233 -1.0939 1.1501
H -2.1213 -2.7161 -3.5027
H -0.4642 0.4022 1.9119
*
```



[4]
Molecular formula: C17H15CrN2O3PS3
Method: DFT, ωB97M-V/def2-TZVPD

Calculated values
**Molecular weight**: 474.5 g mol⁻¹
**Highest occupied orbital energy (spin up / spin down)**: -1.8851 / -5.6428 eV

```
! RIJCOSX wB97M-V def2-TZVPD def2/J DEFGRID3
* xyz -1 6
Cr 0.1738 -0.1237 -0.0328
S -0.5888 -2.8136 0.0899
S 2.2872 0.9831 -0.6661
S 1.8915 -1.0740 3.0576
P -1.2451 1.5363 -1.2967
O -0.3014 -3.5690 1.2912
O 0.6599 -2.4351 -0.6216
O -3.3631 -0.3768 -0.2088
N 1.8378 3.0706 1.2105
N -1.3520 -1.4028 0.3385
C -2.0864 0.7647 -2.7112
C -2.6504 -1.3944 -0.2671
C -3.6940 0.8102 -4.5069
C 2.0200 2.2250 0.4382
C -2.5302 2.4973 -0.4308
C -3.0546 1.4386 -3.4522
C -2.8846 -2.6092 -0.9704
C -3.3774 -0.5040 -4.8274
C -1.8352 -4.7804 -1.4937
C -1.7682 -0.5477 -3.0462
C 1.1718 -0.6936 1.7795
C -4.0159 -2.9938 -1.7315
C -2.4145 -1.1817 -4.0989
C -2.9505 -5.1318 -2.2310
C -0.2822 2.8728 -2.0956
C -4.0373 -4.2148 -2.3448
C -1.8025 -3.5339 -0.8905
H 0.2162 3.4631 -1.3265
H -2.1820 -2.2150 -4.3232
H -3.3789 1.8469 -0.2383
H -4.4522 1.3397 -5.0710
H -3.3253 2.4559 -3.1931
H -4.8454 -2.3030 -1.8239
H -2.8161 3.3735 -1.0156
H -0.9991 -5.4623 -1.3918
H -3.0011 -6.0971 -2.7174
H -1.0274 -1.0958 -2.4734
H -2.1206 2.8287 0.5242
H -0.9461 3.5158 -2.6779
H 0.4810 2.4473 -2.7439
H -4.9035 -4.4993 -2.9320
H -3.8927 -1.0025 -5.6394
*
```